{"formula": "C8H22B2NO7P2", "method": "ωB97M-V/def2-TZVPD", "symbols": ["C", "P", "C", "C", "N", "C", "C", "O", "B", "O", "O", "B", "O", "O", "C", "P", "O", "H", "H", "H", "H", "H", "H", "H", "H", "H", "H", "H", "H", "H", "H", "H", "H", "C", "C", "O", "H", "H", "H", "H", "H", "H"], "coordinates": [[4.206461, 0.339901, -0.947143], [3.360922, -0.079452, 0.621175], [4.241019, 1.033659, 1.788562], [1.759285, 0.873500, 0.310288], [1.226486, 1.776633, 1.376815], [-0.020026, 2.008800, 1.215804], [-0.567668, 1.253153, 0.033708], [-0.412070, 1.936929, -1.223885], [-0.695935, 3.292514, -1.316215], [-0.181797, 3.998994, -2.354877], [-1.499483, 3.894613, -0.376407], [-2.099721, 0.744097, 0.232417], [-2.994589, 1.533964, 0.878337], [-2.395463, -0.520450, -0.158964], [0.472808, 0.089837, 0.024860], [0.454545, -1.051717, -1.411633], [-0.020361, -2.388304, -1.030276], [5.064004, -0.312317, -1.080422], [3.530874, 0.235404, -1.791964], [4.559428, 1.372135, -0.946208], [5.064915, 0.475407, 2.222504], [3.600980, 1.380117, 2.596939], [4.651120, 1.906453, 1.280742], [2.001854, 1.575816, -0.491161], [1.748487, 2.153764, 2.160542], [-0.565055, 2.620092, 1.923345], [0.003261, 3.435312, -3.110054], [-1.129756, 4.726646, -0.071799], [-3.219721, 2.356657, 0.434361], [-2.261165, -0.719242, -1.087565], [0.289440, -0.551023, 0.889959], [1.765404, -1.039117, -1.908350], [-0.338429, -0.407940, -2.375690], [-3.492892, -4.882993, -0.183439], [-3.542056, -3.843737, 0.920992], [-2.241126, -3.474055, 1.365021], [-2.963756, -5.772650, 0.157208], [-4.497129, -5.171325, -0.496802], [-2.958768, -4.495245, -1.054618], [-4.059534, -4.237279, 1.794349], [-4.082747, -2.952407, 0.580937], [-1.762043, -3.115145, 0.608605]], "forces_ev_per_a": [[0.0127, 0.4938, 0.0632], [-0.3198, -0.7319, 0.4534], [-0.0707, 0.3168, -0.3360], [0.7134, 0.4978, -0.0281], [-0.3471, -0.0518, -0.0274], [0.1867, 0.3598, 0.2258], [-0.3827, -1.2586, -0.3211], [-0.0081, 0.3968, 0.5162], [-0.0862, 0.1490, -0.5541], [-0.4145, -0.1395, 0.0917], [0.7185, -0.5111, 0.6768], [0.0387, 0.0064, 0.0818], [-0.1791, -0.3102, -0.1550], [-0.4732, 0.3706, -0.0196], [0.2831, 0.8421, -0.3137], [-0.1456, -0.4307, 0.3774], [-0.2654, -0.3529, 0.0341], [0.0116, -0.1346, -0.0717], [0.0378, -0.2346, -0.1091], [0.0253, 0.0550, -0.0025], [0.0321, -0.0380, 0.1304], [0.0557, -0.1883, 0.2487], [0.0134, 0.0858, 0.0124], [-0.1640, -0.1221, -0.2578], [0.2016, 0.0095, -0.1107], [-0.1303, 0.0876, -0.1103], [0.4276, 0.0607, -0.1795], [-0.4135, 0.5341, -0.2098], [0.1491, 0.3648, 0.3076], [0.1859, -0.4805, -0.0442], [-0.0545, -0.2468, -0.0525], [0.0006, 0.2967, -0.1535], [0.2254, 0.2440, -0.1195], [0.0681, -0.0097, 0.0287], [0.0882, 0.0674, -0.1407], [0.0255, 0.0818, 0.0206], [-0.0217, -0.0179, 0.0157], [-0.0069, 0.0118, -0.0037], [-0.0339, 0.0158, -0.0151], [0.0031, 0.0178, 0.0334], [-0.0706, -0.0304, 0.0356], [0.0838, -0.0765, -0.0178]], "total_charge": 1, "lumo_ev": -5.0, "de_lowest_kj_mol": 29.84}

{"formula": "C8H22BN4O4", "method": "ωB97M-V/def2-TZVPD", "symbols": ["C", "C", "O", "B", "O", "N", "C", "N", "C", "N", "N", "H", "H", "H", "H", "H", "H", "H", "H", "H", "H", "C", "C", "O", "H", "H", "H", "H", "H", "H", "C", "C", "O", "H", "H", "H", "H", "H", "H"], "coordinates": [[2.037255, -5.276386, 1.681225], [1.819030, -3.773562, 1.119014], [2.853135, -3.551715, 0.115067], [3.638961, -2.393872, 0.406469], [4.406032, -2.241441, 1.624128], [3.654324, -1.327783, -0.693919], [2.972554, -0.188735, -0.564493], [2.203144, 0.181995, 0.596895], [1.720520, 1.473126, 0.150549], [2.162850, 1.783805, -1.166806], [2.967747, 0.776818, -1.628346], [1.878285, -5.342350, 2.801405], [3.123096, -5.537895, 1.457276], [1.334068, -5.980356, 1.128881], [1.771984, -2.990183, 1.938436], [0.799233, -3.775235, 0.589084], [5.165852, -2.861808, 1.512106], [4.203910, -1.548157, -1.540671], [1.069912, 2.207786, 0.708122], [1.931484, 2.626775, -1.714802], [3.419391, 0.711789, -2.551692], [-2.258835, 1.814391, 1.403582], [-1.943792, 0.454564, 1.995853], [-1.467954, -0.426365, 0.982479], [-3.010091, 1.725973, 0.617818], [-2.630171, 2.497689, 2.170266], [-1.366018, 2.253041, 0.943557], [-2.839848, 0.011893, 2.433461], [-1.181285, 0.535567, 2.777894], [-0.670268, -0.032734, 0.606138], [-3.832138, 3.507998, -2.952352], [-4.377104, 2.525631, -1.933975], [-4.384689, 3.112273, -0.636781], [-2.817189, 3.813720, -2.685069], [-3.816001, 3.066423, -3.951442], [-4.441843, 4.415318, -2.979328], [-3.753067, 1.630195, -1.894730], [-5.397372, 2.224279, -2.189904], [-4.945104, 3.897527, -0.675396]], "forces_ev_per_a": [[0.1875, 0.8229, -0.1852], [-1.4119, -2.1616, 0.6938], [1.0543, 3.3229, 0.7969], [-0.4519, -2.0960, 1.3608], [-0.6668, -0.5123, -3.0911], [0.0935, 0.0505, 0.5786], [-0.2256, 1.0802, -0.5064], [0.3196, 3.9552, -5.0243], [2.0560, -2.3583, -1.8389], [-1.3511, 0.1168, 2.9612], [-0.5055, -1.9171, 3.0254], [0.0484, 0.0613, -1.4009], [-1.4915, 0.1430, 0.3329], [1.0634, 0.8212, 0.8374], [0.4502, -0.8808, -1.0120], [1.6383, 0.3378, 0.6091], [-0.6920, 0.4399, 0.6476], [-0.7527, 0.4758, 0.6220], [0.8842, -1.1654, -0.6547], [0.3057, -0.8152, 0.4576], [-0.5990, 0.3423, 0.7951], [-0.1826, -0.1388, 0.0619], [0.2800, 0.3492, -0.1328], [0.0921, -0.2490, -0.1445], [0.0295, 0.0652, 0.1712], [0.0382, 0.0435, -0.1097], [0.0474, 0.0766, 0.0833], [0.1272, -0.1063, -0.1300], [-0.1235, 0.0154, 0.1560], [-0.2063, -0.1613, 0.1148], [0.0837, -0.0240, -0.1246], [-0.1710, 0.3946, -0.0747], [0.0300, -0.0119, 0.1035], [-0.0380, -0.0829, -0.0108], [-0.0194, 0.0835, 0.0154], [-0.0323, -0.0895, -0.0806], [-0.0675, 0.0492, 0.1811], [0.0833, -0.1287, -0.1422], [0.0761, -0.1475, 0.0580]], "total_charge": 1, "lumo_ev": -3.9, "de_lowest_kj_mol": 153.80}

{"formula": "C8H22Br4NO2", "method": "ωB97M-V/def2-TZVPD", "symbols": ["N", "H", "H", "H", "H", "C", "C", "O", "H", "H", "H", "H", "H", "C", "C", "O", "H", "H", "H", "H", "H", "Br", "C", "C", "Br", "H", "H", "H", "H", "Br", "C", "C", "Br", "H", "H", "H", "H"], "coordinates": [[4.590056, -14.967786, -10.324526], [5.407666, -14.483604, -10.775895], [3.859175, -14.483342, -10.864359], [4.445990, -14.731267, -9.339122], [4.618703, -15.948649, -10.567958], [3.047521, -14.356169, -14.719107], [2.821740, -14.171518, -13.271677], [3.737430, -13.497624, -12.514932], [2.148454, -14.881768, -15.049444], [4.008799, -14.688976, -15.122811], [3.117492, -13.358104, -15.166179], [2.346722, -15.066422, -12.825033], [1.876689, -13.593720, -13.314123], [8.612514, -13.758306, -11.647424], [7.702417, -14.717571, -10.852970], [6.601496, -14.123749, -10.207170], [9.416709, -13.329814, -11.043971], [8.041933, -12.955883, -12.116033], [9.212375, -14.263212, -12.412157], [8.434794, -15.153678, -10.153648], [7.254906, -15.508210, -11.458036], [6.838766, -17.419509, -13.172021], [6.881577, -18.944133, -11.965431], [5.604658, -19.647116, -11.860886], [4.147027, -18.357624, -11.321620], [7.203275, -18.662336, -10.963440], [7.668373, -19.586654, -12.361247], [5.606228, -20.400363, -11.076718], [5.302099, -19.971123, -12.854986], [4.488306, -15.042243, -7.151102], [6.408413, -15.106168, -6.793832], [7.221326, -15.651603, -7.948794], [6.468527, -17.357665, -8.697850], [6.574798, -15.449157, -5.772224], [6.658555, -14.067867, -6.565391], [8.298497, -15.702502, -7.797737], [7.165942, -14.956166, -8.792497]], "forces_ev_per_a": [[-4.2875, -0.5165, -0.8695], [1.6442, 0.5341, 0.9700], [-0.6224, 0.0819, -0.9260], [0.7807, -0.5008, -0.7920], [-0.1695, -0.0777, 0.4525], [0.6951, 0.7668, -1.5411], [-0.5878, 1.6092, 1.9800], [-0.0198, -1.0498, -0.0280], [0.3204, -0.1808, -0.8032], [-0.0168, -1.2413, 0.5753], [-0.7326, 0.2521, -0.0326], [0.6961, -1.0119, 0.2446], [-0.5466, 0.5170, 0.0041], [0.1399, -0.0242, -0.4431], [-0.6356, 1.1650, 0.1914], [3.9019, 1.1301, -0.2350], [-0.3875, 0.2912, 0.4884], [-0.0206, -0.0464, -0.0017], [-0.3715, -0.3061, -0.2984], [-0.1784, -0.6188, 0.2684], [0.7317, -0.1647, -0.4016], [0.0296, -0.4127, 0.0417], [1.5184, 0.4830, 0.4613], [-1.7099, 0.6084, -0.4256], [0.3689, -0.9387, -0.1972], [0.1233, 0.6158, -0.2607], [-0.1877, -0.1856, -0.0946], [-0.0258, -0.1393, -0.2787], [-0.2938, -0.4341, 0.3254], [0.1975, -0.0949, 0.9837], [0.4363, 0.7273, 0.7331], [-0.2326, 0.0376, -0.0617], [0.7901, 0.7474, 0.7572], [-0.3568, -1.2889, -0.3132], [0.1317, 0.2944, -1.0204], [-0.1233, -0.7256, 0.7161], [-0.9994, 0.0971, -0.1689]], "total_charge": -1, "lumo_ev": 2.4}